20
Properties=species:S:1:pos:R:3:lowdin_charge:R:1 method="wB97M-V/def2-TZVPD" lumo_ha=-0.1315 homo_lumo_gap_ev=9.71 spin_multiplicity=1 e_tot_ev=-8368.2415 homo_energy_ha=-0.488 relative_energy_kcal_mol=59.24 total_charge=+1
C 2.107 -0.974 0.750 -0.03
C 0.753 -0.948 1.321 -0.20
C -1.100 0.508 -0.847 -0.44
C -2.218 1.110 -0.446 0.09
C -0.175 1.066 -1.823 -0.05
N 0.314 0.162 1.821 0.14
N -0.638 -0.805 -0.362 0.07
H 2.772 -0.882 1.681 0.14
H 2.309 -0.171 0.066 0.08
H 0.256 -1.816 1.823 0.17
H -2.422 2.060 -0.773 0.05
H 2.452 -1.912 0.272 0.11
H -2.876 0.573 0.253 0.08
H -0.703 1.832 -2.448 0.12
H 0.078 0.273 -2.516 0.09
H 0.723 1.372 -1.336 0.07
H 0.777 0.988 1.439 0.15
H -0.496 0.159 2.424 0.15
H -0.416 -1.306 -1.200 0.10
H -1.498 -1.288 -0.100 0.12



50
Properties=species:S:1:pos:R:3:mulliken_spin:R:1 method="wB97M-V/def2-TZVPD" lumo_ha="-0.1532 / -0.1406" homo_lumo_gap_ev="7.72 / 8.26" spin_multiplicity=3 s2=2.039 e_tot_ev=-88804.1195 homo_energy_ha="-0.437 / -0.444" relative_energy_kcal_mol=0.00 total_charge=+1
V 0.241 -0.955 -0.072 2.28
S -1.538 -2.223 -0.384 -0.09
C -0.147 -3.297 -0.704 0.00
C -0.209 -4.136 -1.838 0.02
C 0.836 -4.957 -2.178 0.00
C 0.728 -5.807 -3.336 0.00
N 0.629 -6.467 -4.270 0.00
C 2.020 -4.943 -1.402 0.00
C 2.113 -4.112 -0.316 0.01
C 1.036 -3.285 0.072 0.00
S 1.276 -2.183 1.454 -0.09
C 3.144 -5.768 -1.765 0.00
N 4.040 -6.417 -2.069 0.00
H -1.107 -4.139 -2.440 0.00
H 3.022 -4.094 0.270 0.00
N 0.527 2.123 -0.218 0.02
P -0.385 1.152 0.872 -0.16
C -0.007 1.770 2.507 0.01
C -0.472 3.027 2.906 0.00
C -0.141 3.519 4.155 0.00
C 0.640 2.757 5.018 0.00
C 1.097 1.506 4.630 0.00
C 0.776 1.013 3.374 0.01
C -2.106 1.574 0.548 0.03
C -2.509 1.966 -0.726 0.00
C -3.856 2.159 -0.997 0.00
C -4.801 1.948 -0.003 0.00
C -4.402 1.551 1.267 0.00
C -3.058 1.361 1.545 -0.01
C 1.152 1.601 -1.323 -0.01
C 1.819 2.421 -2.241 0.00
C 2.408 1.843 -3.335 0.00
C 2.335 0.458 -3.539 0.00
C 1.670 -0.283 -2.608 0.00
N 1.097 0.266 -1.502 0.00
H 0.577 3.126 -0.107 0.00
H -1.107 3.615 2.253 0.00
H -0.497 4.491 4.468 0.00
H 0.886 3.137 6.001 0.00
H 1.699 0.915 5.307 0.00
H 1.135 0.036 3.081 0.00
H -1.782 2.132 -1.512 0.00
H -4.168 2.474 -1.983 0.00
H -5.851 2.094 -0.216 0.00
H -5.138 1.391 2.043 0.00
H -2.759 1.057 2.541 0.00
H 1.860 3.490 -2.082 0.00
H 2.930 2.469 -4.047 0.00
H 2.783 -0.015 -4.399 0.00
H 1.566 -1.357 -2.699 -0.02



14
Properties=species:S:1:pos:R:3:lowdin_charge:R:1 method="wB97M-V/def2-TZVPD" lumo_ha=0.0345 homo_lumo_gap_ev=10.24 spin_multiplicity=1 e_tot_ev=-12622.0576 homo_energy_ha=-0.342 relative_energy_kcal_mol=50.86 smiles=C[SiH2]N.C#C
C -0.490 1.405 0.093 -0.24
Si -0.959 -0.458 -0.160 0.49
N -2.625 -0.792 0.291 -0.15
H -0.721 1.897 -0.865 0.02
H -1.111 1.862 0.987 0.07
H 0.507 1.339 0.230 -0.08
H -0.994 -0.593 -1.669 -0.05
H -0.132 -1.526 0.342 -0.07
H -3.119 -1.564 -0.173 0.03
H -3.300 -0.282 0.726 -0.04
C 3.590 -0.340 0.531 0.01
C 2.897 -0.362 -0.456 -0.01
H 4.480 -0.352 1.093 0.01
H 1.978 -0.233 -0.969 -0.01



171
Properties=species:S:1:pos:R:3:lowdin_charge:R:1 method="wB97M-V/def2-TZVPD" lumo_ha=0.0186 homo_lumo_gap_ev=8.88 spin_multiplicity=1 e_tot_ev=-99181.5940 homo_energy_ha=-0.308
C 1.780 -8.317 1.603 -0.10
C 2.944 -8.233 2.592 -0.24
C 3.277 -6.785 2.974 -0.21
C 4.276 -6.105 2.043 -0.27
N 3.616 -5.527 0.857 -0.09
Si 2.639 -4.082 1.097 0.60
O 3.043 -3.079 -0.198 -0.31
Si 2.893 -1.428 -0.095 0.51
C 3.154 -0.713 -1.810 -0.24
C 1.888 -0.706 -2.677 -0.25
C 1.215 -2.066 -2.782 -0.21
C 0.070 -2.070 -3.779 -0.24
O -0.672 -3.294 -3.725 -0.07
C 1.251 -0.863 0.589 -0.22
C 1.301 0.688 0.723 -0.20
C 0.760 1.220 2.047 -0.22
O -0.560 1.749 1.912 -0.20
C -1.525 0.953 2.570 -0.11
B 0.677 -4.582 0.852 -0.64
O -0.343 -3.931 1.478 0.13
O 0.308 -5.623 0.021 -0.02
C 1.031 -5.800 -1.193 -0.08
B 2.863 -3.239 2.931 -0.61
O 3.854 -2.387 3.320 0.13
N 1.867 -3.627 3.949 -0.15
C 0.986 -2.505 4.308 -0.09
C 2.619 -4.060 5.154 -0.09
H 0.898 -7.862 2.047 0.08
H 1.565 -9.349 1.331 0.07
H 2.023 -7.757 0.703 0.05
H 2.637 -8.750 3.502 0.10
H 3.825 -8.727 2.184 0.10
H 3.685 -6.768 3.986 0.10
H 2.340 -6.222 3.020 0.10
H 4.901 -5.389 2.591 0.10
H 4.965 -6.876 1.691 0.11
H 4.340 -5.271 0.191 0.08
H 3.955 -0.882 0.793 0.03
H 3.934 -1.270 -2.329 0.08
H 3.502 0.312 -1.663 0.07
H 1.180 0.057 -2.350 0.11
H 2.169 -0.419 -3.694 0.10
H 0.796 -2.384 -1.822 0.09
H 1.943 -2.823 -3.084 0.13
H 0.454 -1.924 -4.786 0.11
H -0.625 -1.271 -3.513 0.12
H -0.235 -3.880 -3.109 0.05
H 1.112 -1.278 1.587 0.06
H 0.405 -1.168 -0.021 0.08
H 0.747 1.148 -0.091 0.11
H 2.339 1.024 0.653 0.09
H 1.403 2.023 2.410 0.12
H 0.738 0.443 2.811 0.10
H -2.474 1.480 2.530 0.09
H -1.272 0.819 3.625 0.08
H -1.619 -0.022 2.089 0.09
H -1.174 -4.314 1.176 0.11
H 0.368 -6.287 -1.906 0.09
H 1.891 -6.450 -1.039 0.07
H 1.354 -4.851 -1.619 0.07
H 4.427 -2.140 2.594 0.07
H 0.533 -2.717 5.277 0.09
H 1.514 -1.550 4.382 0.08
H 0.164 -2.443 3.597 0.07
H 2.013 -4.756 5.731 0.09
H 2.886 -3.208 5.786 0.09
H 3.558 -4.537 4.882 0.07
C -3.052 -5.603 -4.013 -0.18
C -4.371 -6.301 -4.340 -0.17
C -4.095 -6.825 -5.744 -0.20
O -2.696 -7.098 -5.806 -0.14
C -2.041 -6.531 -4.668 -0.21
H -2.877 -5.476 -2.945 0.11
H -3.015 -4.618 -4.479 0.11
H -4.539 -7.134 -3.652 0.11
H -5.239 -5.646 -4.298 0.11
H -4.339 -6.072 -6.502 0.12
H -4.646 -7.738 -5.975 0.10
H -1.750 -7.344 -3.991 0.11
H -1.140 -6.011 -4.995 0.11
C 1.764 6.701 3.526 -0.16
C 0.425 6.008 3.286 -0.16
C 0.628 5.411 1.901 -0.20
O 2.024 5.110 1.794 -0.15
C 2.733 5.724 2.874 -0.20
H 1.987 6.876 4.577 0.11
H 1.794 7.663 3.013 0.10
H 0.279 5.216 4.023 0.09
H -0.432 6.679 3.337 0.11
H 0.364 6.125 1.113 0.12
H 0.053 4.495 1.750 0.11
H 3.039 4.942 3.579 0.11
H 3.630 6.207 2.484 0.11
C 2.277 1.255 -8.113 -0.17
C 1.198 1.985 -7.315 -0.16
C 0.578 0.843 -6.524 -0.20
O 1.628 -0.105 -6.295 -0.17
C 2.758 0.218 -7.107 -0.20
H 3.079 1.903 -8.464 0.11
H 1.833 0.762 -8.981 0.11
H 1.659 2.708 -6.637 0.12
H 0.471 2.514 -7.928 0.09
H -0.219 0.352 -7.092 0.12
H 0.172 1.159 -5.562 0.12
H 3.548 0.625 -6.466 0.12
H 3.130 -0.695 -7.575 0.12
C 2.997 11.626 2.444 -0.17
C 2.902 12.049 3.909 -0.17
C 2.552 10.730 4.586 -0.20
O 3.168 9.704 3.806 -0.16
C 3.625 10.244 2.565 -0.21
H 3.586 12.303 1.828 0.11
H 1.998 11.551 2.010 0.11
H 3.871 12.409 4.260 0.11
H 2.163 12.826 4.095 0.11
H 1.469 10.563 4.595 0.12
H 2.919 10.664 5.611 0.12
H 4.718 10.305 2.589 0.12
H 3.335 9.570 1.758 0.11
C -6.174 -10.400 -6.630 -0.18
C -5.237 -11.284 -5.810 -0.17
C -6.169 -12.417 -5.399 -0.21
O -7.123 -12.556 -6.454 -0.14
C -7.035 -11.437 -7.338 -0.21
H -5.657 -9.737 -7.322 0.11
H -6.790 -9.789 -5.965 0.11
H -4.432 -11.664 -6.441 0.11
H -4.788 -10.778 -4.957 0.11
H -6.702 -12.176 -4.472 0.12
H -5.653 -13.368 -5.262 0.12
H -6.570 -11.765 -8.274 0.12
H -8.041 -11.080 -7.560 0.12
C 0.476 4.107 8.791 -0.16
C 0.341 3.057 7.690 -0.16
C -0.510 3.793 6.665 -0.20
O -0.180 5.180 6.788 -0.17
C 0.587 5.390 7.977 -0.20
H 1.331 3.950 9.446 0.11
H -0.427 4.127 9.406 0.11
H 1.322 2.825 7.271 0.11
H -0.115 2.126 8.024 0.11
H -1.580 3.666 6.870 0.11
H -0.317 3.473 5.640 0.11
H 1.624 5.592 7.689 0.12
H 0.196 6.261 8.505 0.11
C -4.148 7.031 7.651 -0.16
C -3.182 6.177 8.469 -0.17
C -4.098 5.066 8.967 -0.21
O -5.093 4.886 7.959 -0.14
C -5.038 5.965 7.024 -0.20
H -3.656 7.658 6.909 0.11
H -4.734 7.675 8.310 0.11
H -2.405 5.767 7.820 0.09
H -2.697 6.718 9.280 0.11
H -4.593 5.348 9.904 0.12
H -3.578 4.120 9.125 0.11
H -4.609 5.596 6.086 0.12
H -6.051 6.315 6.826 0.12
C -1.299 6.262 -9.693 -0.17
C -1.415 6.635 -8.217 -0.17
C -1.784 5.297 -7.590 -0.20
O -1.161 4.293 -8.396 -0.16
C -0.680 4.873 -9.610 -0.21
H -0.696 6.956 -10.276 0.11
H -2.291 6.208 -10.147 0.11
H -0.449 6.977 -7.839 0.11
H -2.153 7.410 -8.016 0.11
H -2.867 5.137 -7.604 0.12
H -1.432 5.194 -6.563 0.12
H 0.413 4.929 -9.565 0.12
H -0.959 4.229 -10.445 0.12